Formula: C5H9N2O3
Source: OMol25
Level of theory: ωB97M-V/def2-TZVPD

CARTESIAN COORDINATES (ANGSTROEM)
C: 0.8808 0.1326 -0.1934
C: -0.6705 0.2258 1.0348
C: 0.9063 0.1650 -2.5950
C: -0.4777 -1.3992 -1.4892
C: -0.8248 0.6767 3.3216
N: 1.8336 0.6375 0.3705
N: 0.6716 -0.5494 -1.3449
O: -1.6370 0.2317 0.3701
O: 2.1904 1.1932 1.3487
O: -0.1135 0.2677 2.0962
H: 1.4411 0.9893 -2.4010
H: -0.0840 0.3220 -3.1487
H: 1.4396 -0.4734 -3.2979
H: -0.5123 -2.2913 -0.8526
H: -0.4186 -1.8343 -2.6097
H: -1.3897 -0.9479 -1.4555
H: -1.0157 1.8072 3.2545
H: -0.3592 0.4686 4.1761
H: -1.8605 0.3780 3.4154

Calculated values
E_LUMO (spin up / spin down), eV: -6.6694 / -6.1803
Net charge: +1
HOMO-LUMO gap (spin up / spin down), Eh: 0.2470 / 0.2604
ΔE to the lowest compared entry with this formula, charge and spin, kcal per mole: 145.9



Formula: C5H9N2OS
Source: OMol25
Level of theory: ωB97M-V/def2-TZVPD

CARTESIAN COORDINATES (ANGSTROEM)
C: 0.6342 -1.6959 -0.3294
C: -0.6800 -1.6526 -0.3129
C: 1.3931 0.6627 0.2189
C: 1.6030 -0.9123 0.4744
C: -2.5264 0.2597 -0.2766
N: 2.4581 1.3635 0.6494
N: -3.3266 1.2757 0.0751
O: 0.4176 1.0690 -0.5084
S: -1.5436 -0.4994 0.8651
H: 0.9750 -2.5268 -0.9213
H: -1.2314 -2.3533 -0.8616
H: 1.2853 -1.0350 1.4642
H: 2.5880 -1.3063 0.2865
H: 2.9132 0.9257 1.3552
H: 2.6464 2.3762 0.5384
H: -4.0280 1.7304 -0.5045
H: -3.3354 1.6557 1.0144
H: -2.7460 -0.0408 -1.3573

Calculated values
E_LUMO, eV: -4.3161
Net charge: +1
HOMO-LUMO gap, Eh: 0.3270
ΔE to the lowest compared entry with this formula, charge and spin, kcal per mole: 32.6



Formula: C5H9N2OS
Source: OMol25
Level of theory: ωB97M-V/def2-TZVPD

CARTESIAN COORDINATES (ANGSTROEM)
C: 2.9195 -0.0036 -1.1300
C: -0.9776 -2.2303 1.0119
C: 3.5284 0.9405 -1.6737
C: -1.6618 1.3247 1.1652
C: -1.8728 0.1906 0.1540
N: -0.3475 -1.6399 0.0421
N: -0.7005 -0.4040 -0.4410
O: 2.3740 -0.8860 -0.5638
S: -1.5447 -3.3276 1.8709
H: 3.7915 0.8986 -2.7213
H: 3.6253 1.9425 -1.2307
H: 0.1121 0.1800 -0.1699
H: -0.7993 1.0495 1.8737
H: -1.3663 2.1834 0.5784
H: -2.7056 1.6463 1.6106
H: -2.3961 0.7175 -0.6378
H: -2.6045 -0.6194 0.4308
H: 0.6260 -1.9627 -0.1695

Calculated values
E_LUMO, eV: -5.8229
Net charge: +1
HOMO-LUMO gap, Eh: 0.2655
ΔE to the lowest compared entry with this formula, charge and spin, kcal per mole: 108.0



Formula: C5H9N2P
Source: OMol25
Level of theory: ωB97M-V/def2-TZVPD

CARTESIAN COORDINATES (ANGSTROEM)
C: -2.9560 -0.3625 -0.4543
C: -2.7272 0.7598 0.4196
C: -1.7328 -0.7950 -0.8274
C: -1.3655 0.8948 0.4491
C: 3.3696 -0.3817 0.2752
N: -0.7467 -0.0443 -0.3036
N: 0.5603 -0.2462 -0.4162
P: 1.7265 0.5714 0.4701
H: -3.8319 -0.9036 -0.6701
H: -3.4599 1.3655 0.7748
H: -1.6406 -1.5971 -1.4302
H: -0.9161 1.8214 0.9800
H: 4.0926 0.2365 0.8172
H: 3.4772 -0.4226 -0.7592
H: 3.2901 -1.2772 0.8522
H: 1.3392 0.6839 -1.8166
H: 1.5213 -0.3031 1.6394

Calculated values
E_LUMO (spin up / spin down), eV: -0.6371 / -0.9120
Net charge: 0
HOMO-LUMO gap (spin up / spin down), Eh: 0.2744 / 0.2741
ΔE to the lowest compared entry with this formula, charge and spin, kcal per mole: 124.9



Formula: C5H9N2S
Source: OMol25
Level of theory: ωB97M-V/def2-TZVPD

CARTESIAN COORDINATES (ANGSTROEM)
C: -2.1519 2.1594 -0.3851
C: -2.3271 -0.1730 0.3638
C: -0.1511 -1.2995 0.0094
C: 0.3812 -0.2494 -0.9106
C: 2.9992 0.2771 0.4151
N: -2.1609 1.0454 0.1241
N: -1.3887 -1.2101 0.4685
S: 1.2096 0.8191 0.3335
H: -2.2520 3.1265 -0.0014
H: -3.2360 -0.6863 0.4057
H: 0.4189 -2.0792 0.2462
H: 1.0461 -0.5481 -1.5933
H: -0.3204 0.2369 -1.4875
H: 3.2307 0.1631 -0.6618
H: 3.4403 1.0626 0.8299
H: 2.9976 -0.5663 0.9817
H: -1.7355 -2.0781 0.8617

Calculated values
E_LUMO (spin up / spin down), eV: -4.4429 / -6.4789
Multiplicity: 3
Net charge: +1
HOMO-LUMO gap (spin up / spin down), Eh: 0.2238 / 0.2215
ΔE to the lowest compared entry with this formula, charge and spin, kcal per mole: 62.1



Formula: C5H9N3
Source: OMol25
Level of theory: ωB97M-V/def2-TZVPD

CARTESIAN COORDINATES (ANGSTROEM)
N: -2.1055 -1.0446 0.7297
N: -2.1257 -0.3740 -0.5292
C: -1.5167 0.7019 -0.7530
C: -0.5843 1.3028 0.2784
C: 0.7814 1.1498 0.3344
N: 1.6361 0.3367 -0.3204
C: 2.5352 -0.4761 0.3296
C: 1.4473 -1.1747 -0.4696
H: -2.2352 -0.5733 1.8163
H: -2.7481 -1.8423 0.5657
H: -1.3650 1.2635 -1.7081
H: -1.0052 2.0406 0.8678
H: 1.1673 1.6981 1.1933
H: 3.6731 -0.4769 -0.0062
H: 2.5187 -0.6044 1.4542
H: 0.3489 -1.5686 -0.2317
H: 1.8345 -1.3849 -1.4317

Calculated values
E_LUMO, eV: 1.0199
Net charge: 0
HOMO-LUMO gap, Eh: 0.3383
ΔE to the lowest compared entry with this formula, charge and spin, kcal per mole: 126.5
SMILES string: N/N=C\C=C/N1CC1



Formula: C5H9N3
Source: OMol25
Level of theory: ωB97M-V/def2-TZVPD

CARTESIAN COORDINATES (ANGSTROEM)
C: 2.1290 1.7232 -0.0122
C: 0.8706 1.0374 -0.0737
N: 0.4612 -0.2609 -0.1946
C: -0.9344 -0.6278 -0.3771
N: -1.8956 0.1499 -0.0013
C: -3.2672 -0.0415 0.1284
N: 1.0985 -1.4755 0.0062
C: 2.4375 -1.4671 0.0992
H: 2.1813 2.7823 0.3098
H: 2.9982 1.3321 -0.7073
H: 0.1183 1.7024 0.2514
H: -0.8648 -1.6564 -0.8961
H: -3.7425 -0.9360 -0.3718
H: -3.9158 0.8403 -0.3748
H: -3.5270 -0.0508 1.3556
H: 3.0510 -0.4623 0.2122
H: 2.8018 -2.5893 0.6461

Calculated values
E_LUMO, eV: 0.7737
Net charge: 0
HOMO-LUMO gap, Eh: 0.3294
ΔE to the lowest compared entry with this formula, charge and spin, kcal per mole: 134.0
SMILES string: C=CN(/C=N/C)N=C



Formula: C5H9N3
Source: OMol25
Level of theory: ωB97M-V/def2-TZVPD

CARTESIAN COORDINATES (ANGSTROEM)
C: 0.0866 1.9021 0.0988
C: -1.4959 -0.8327 -0.1000
C: 0.6357 0.5457 0.1328
N: -1.9883 -2.0331 0.3272
C: 0.4066 -0.7008 0.0887
C: 2.5260 0.4160 0.2235
N: -2.1993 0.0292 -0.7203
N: 3.3006 0.0040 -0.6840
H: -2.9970 -2.1519 0.3671
H: -1.4960 -2.5011 1.0742
H: -3.1841 -0.2440 -0.8236
H: 2.8095 -0.4303 -1.4704
H: 0.8388 -1.6805 0.1359
H: 2.9346 0.9282 1.1080
H: -0.9264 1.8715 -0.3200
H: 0.6966 2.5460 -0.5408
H: 0.0517 2.3317 1.1030

Calculated values
E_LUMO, eV: 0.8892
Net charge: 0
HOMO-LUMO gap, Eh: 0.3369
ΔE to the lowest compared entry with this formula, charge and spin, kcal per mole: 103.4



What did the first record say?
Formula: C5H9N2O3
Source: OMol25
Level of theory: ωB97M-V/def2-TZVPD

CARTESIAN COORDINATES (ANGSTROEM)
C: 0.8808 0.1326 -0.1934
C: -0.6705 0.2258 1.0348
C: 0.9063 0.1650 -2.5950
C: -0.4777 -1.3992 -1.4892
C: -0.8248 0.6767 3.3216
N: 1.8336 0.6375 0.3705
N: 0.6716 -0.5494 -1.3449
O: -1.6370 0.2317 0.3701
O: 2.1904 1.1932 1.3487
O: -0.1135 0.2677 2.0962
H: 1.4411 0.9893 -2.4010
H: -0.0840 0.3220 -3.1487
H: 1.4396 -0.4734 -3.2979
H: -0.5123 -2.2913 -0.8526
H: -0.4186 -1.8343 -2.6097
H: -1.3897 -0.9479 -1.4555
H: -1.0157 1.8072 3.2545
H: -0.3592 0.4686 4.1761
H: -1.8605 0.3780 3.4154

Calculated values
E_LUMO (spin up / spin down), eV: -6.6694 / -6.1803
Net charge: +1
HOMO-LUMO gap (spin up / spin down), Eh: 0.2470 / 0.2604
ΔE to the lowest compared entry with this formula, charge and spin, kcal per mole: 145.9